(1)
138
Properties=species:S:1:pos:R:3:forces:R:3 method="wB97M-V/def2-TZVPD" charge=+1 lumo_ev="-3.288 / -10.041" spin_multiplicity=2 fmax_ev_per_a=8.0
C 2.664202 -3.392986 3.337771 -0.48 -0.57 -0.11
C 2.251793 -2.097721 2.713923 1.01 0.80 0.36
O 3.420882 -1.240484 2.533254 -1.13 -0.26 -0.31
H 1.794109 -4.040443 3.229018 0.06 -0.47 0.22
H 2.863261 -3.275252 4.402955 0.14 -0.03 -0.04
H 3.519499 -3.857961 2.847486 -0.06 0.13 0.00
H 1.533480 -1.640426 3.394374 -0.13 0.40 -0.01
H 1.728234 -2.208465 1.764336 0.42 -0.01 -0.07
H 3.629841 -0.873246 3.395269 0.12 0.03 0.07
C 0.619695 3.448472 4.029632 -0.07 1.75 -0.77
C 0.399005 4.933859 3.490469 -0.41 -3.62 1.21
O 1.562005 5.394511 2.887038 -0.68 0.67 0.17
H 1.420090 3.389674 4.767211 -0.15 0.11 0.03
H 0.901259 2.858127 3.157678 -0.01 -0.18 0.04
H -0.322279 3.069116 4.425708 0.19 -0.04 0.15
H -0.038048 5.573657 4.257114 0.41 0.35 0.31
H -0.370888 4.850677 2.723359 -0.54 -0.08 -0.34
H 1.121832 6.170184 2.531820 1.34 0.99 -0.84
C 1.545312 -1.182911 -5.058832 0.11 -0.07 -0.59
C 0.113124 -0.834276 -5.438290 0.12 -0.40 0.22
O -0.029099 -0.300527 -6.758471 0.30 0.40 0.59
H 1.557564 -1.797834 -4.158934 -0.08 -0.13 -0.01
H 2.153917 -0.303618 -4.847777 -0.08 0.13 -0.09
H 2.014436 -1.722739 -5.881397 0.11 -0.13 0.06
H -0.215793 -0.178198 -4.632385 -0.52 0.31 -0.31
H -0.514990 -1.725101 -5.440437 0.05 -0.19 0.34
H -0.429581 0.567630 -6.671691 0.03 0.04 -0.20
C -3.577708 3.559056 1.800020 -0.27 -0.15 -0.54
C -3.712773 3.578373 3.275727 0.74 -0.81 -2.04
O -2.612101 3.016987 3.869195 0.47 0.05 -0.38
H -4.501324 3.897343 1.330340 0.07 0.36 0.13
H -3.476139 2.535330 1.439808 0.28 -0.24 0.00
H -2.730137 4.154122 1.459983 0.06 0.04 -0.16
H -4.547400 2.931624 3.546274 -1.10 0.02 0.81
H -3.851627 4.622182 3.557314 -0.47 0.52 1.07
H -2.743070 2.881023 4.810449 -0.14 -0.03 1.00
C 4.450259 2.281336 -0.657094 -0.51 -0.52 -0.46
C 2.909075 2.616995 -0.809119 3.44 -0.47 -1.23
O 2.377548 2.539309 0.442074 -1.58 0.07 1.85
H 4.985947 2.926319 0.039412 -0.20 0.71 -0.26
H 4.985343 2.201442 -1.603352 -0.04 0.37 -0.06
H 4.617951 1.315167 -0.181180 -0.57 -0.37 -0.07
H 2.452237 1.885514 -1.475712 -0.21 0.04 0.06
H 2.825412 3.617320 -1.233932 -0.09 -0.04 -0.21
H 2.963022 3.053651 1.002668 -0.11 0.03 0.39
C -3.467120 -0.689031 3.634095 -0.03 0.12 -0.18
C -2.088403 -1.136421 4.070636 -1.14 -0.99 0.59
O -1.613618 -0.303112 5.109965 0.54 0.41 -0.58
H -3.501231 0.323026 3.230768 0.37 0.23 -0.19
H -4.136668 -0.664776 4.493873 -0.14 -0.35 -0.13
H -3.820796 -1.332297 2.828345 -0.28 -0.12 0.15
H -1.433645 -1.326892 3.220277 0.49 0.61 -0.02
H -2.203485 -2.106867 4.553432 -0.01 -0.16 -0.02
H -1.409343 0.519634 4.659455 0.35 0.34 0.23
C -1.755897 -4.001247 1.295993 1.65 -0.87 0.49
C -2.961956 -3.638049 0.634433 -2.90 1.60 -1.75
N -3.931200 -3.269699 0.088573 2.27 -0.95 1.34
H -1.663699 -3.606522 2.307830 -0.35 -0.06 0.00
H -0.852406 -3.689807 0.771779 -0.25 0.43 -0.37
H -1.642436 -5.085139 1.316191 -0.31 -0.11 0.27
C 6.693927 -1.170263 -0.304244 -1.06 0.56 1.10
C 7.251983 -2.430401 -0.723525 -0.53 1.49 0.10
N 7.605992 -3.490118 -0.915536 0.70 -1.70 -0.56
H 5.833471 -0.814736 -0.871090 0.49 -0.13 -0.69
H 7.388706 -0.353719 -0.107655 0.19 -0.28 -0.35
H 6.209252 -1.401424 0.644313 0.17 0.05 0.43
C -3.207636 -1.184351 -2.952124 0.44 0.73 0.54
C -4.401736 -1.098535 -3.731213 5.69 -0.86 3.61
N -5.327123 -1.019975 -4.309607 -6.80 0.61 -4.26
H -2.911747 -2.213724 -2.749821 0.16 0.21 -0.13
H -3.421809 -0.656704 -2.022700 0.10 -0.24 0.28
H -2.461093 -0.572556 -3.458577 0.41 -0.46 0.04
C 5.290658 -3.100120 -4.368405 0.23 0.57 1.47
C 5.216478 -1.754119 -3.716025 -0.43 3.16 0.72
N 5.166822 -0.681672 -3.207030 0.09 -3.97 -1.77
H 5.546299 -3.110737 -5.427956 -0.12 0.32 0.23
H 4.393808 -3.670288 -4.126191 -0.07 0.29 -0.39
H 6.056849 -3.586372 -3.764582 0.28 -0.33 -0.33
O 4.030219 -4.035139 -1.670778 -0.64 -1.71 -0.36
S 3.681374 -5.427571 -1.961713 -0.44 -1.42 -0.39
O 4.431567 -6.202272 -2.950745 -1.14 1.47 1.77
O 3.706642 -6.297440 -0.567508 -0.13 1.03 -1.17
C 3.476613 -5.611970 0.690734 1.96 -1.16 0.98
C 4.270897 -6.505283 1.730495 -0.37 0.28 -0.69
C 1.844246 -5.570632 -2.313154 1.62 1.31 0.50
H 2.416553 -5.466755 0.898779 -0.03 -0.20 -0.09
H 4.010072 -4.661486 0.680874 -0.28 0.15 -0.22
H 5.220211 -6.781313 1.271472 0.08 0.39 -0.12
H 3.841183 -7.477528 1.971714 -0.56 0.26 -0.01
H 4.499911 -5.965139 2.649136 -0.22 0.03 -0.02
H 1.663008 -4.912123 -3.162640 -0.04 -0.30 -0.16
H 1.449533 -5.041495 -1.445786 -0.35 -0.27 -0.01
H 1.472697 -6.588569 -2.430891 0.47 0.14 0.02
O -0.634737 6.420467 -2.994289 2.28 2.48 1.22
S 0.388223 7.391997 -2.501172 -0.91 -1.38 -1.12
O 0.127847 8.823293 -2.468354 0.30 -2.36 0.76
O 0.920622 6.822714 -0.994094 -0.70 2.30 -1.45
C 0.954980 5.447413 -0.782435 -1.37 -2.11 0.60
C -0.435667 4.816501 -0.480211 -0.07 0.06 -0.44
C 1.940064 7.101991 -3.397708 -0.72 -0.35 0.70
H 1.601553 5.245936 0.071632 0.14 0.40 0.05
H 1.378487 4.870541 -1.604607 -0.02 0.37 -0.31
H -1.118706 4.958101 -1.317763 0.18 0.04 -0.05
H -0.964148 5.210061 0.388071 0.38 0.38 0.23
H -0.354535 3.739868 -0.330612 0.35 -0.06 0.02
H 1.905287 7.498585 -4.412404 -0.14 0.14 0.27
H 2.010620 6.014531 -3.421254 0.20 0.07 -0.14
H 2.725855 7.517597 -2.766920 -0.02 0.13 -0.31
O -4.879529 0.737645 0.246438 -1.58 -0.14 0.67
S -6.039492 0.394714 1.055394 -1.52 -1.00 -0.96
O -6.037095 0.850728 2.437067 -0.23 -0.10 -0.88
O -7.432115 0.911336 0.251311 3.75 -0.40 0.49
C -8.714051 0.885009 0.821423 -2.48 0.10 -1.05
C -9.687844 0.069103 -0.122974 0.96 0.41 0.87
C -6.417194 -1.442025 0.938101 0.34 2.29 -0.21
H -9.065110 1.910821 0.709305 -0.01 0.13 0.51
H -8.778914 0.606534 1.873252 0.37 -0.22 -0.05
H -10.719842 0.164997 0.214478 0.09 0.00 0.20
H -9.420555 -0.987070 -0.156844 -0.04 0.01 -0.08
H -9.639650 0.498207 -1.123798 0.15 -0.12 0.03
H -6.363047 -1.641022 -0.132211 0.48 -0.19 0.16
H -7.471071 -1.521001 1.204957 0.28 -0.21 0.59
H -5.657815 -1.915924 1.560074 -0.46 -0.33 -0.23
O 0.390391 -2.805007 -1.361591 -0.61 1.86 0.72
S 0.635563 -1.386756 -1.101467 1.57 0.72 -1.86
O 0.188884 -0.354595 -2.097517 1.08 -2.55 2.75
O 0.036562 -1.004202 0.380441 0.84 -1.31 -1.16
C -0.094334 0.375471 0.664984 -0.43 1.99 -0.35
C -1.479566 0.776140 0.267059 -1.35 -0.71 0.10
C 2.522581 -1.358322 -0.757567 -2.07 0.68 -0.37
H 0.541529 1.063650 0.108040 0.77 -0.70 -0.10
H 0.115973 0.567525 1.717115 0.10 -0.47 0.08
H -1.681766 1.842647 0.168186 0.27 -0.02 0.13
H -2.199490 0.312364 0.941397 -0.26 0.23 0.25
H -1.707575 0.290617 -0.681810 0.11 0.38 -0.18
H 2.692532 -2.280879 -0.202505 0.09 0.24 -0.13
H 2.718094 -0.444740 -0.196095 0.09 -0.15 0.15
H 3.034894 -1.330643 -1.719266 -0.15 -0.16 -0.01

***

(2)
59
Properties=species:S:1:pos:R:3:forces:R:3 method="wB97M-V/def2-TZVPD" charge=0 lumo_ev="-1.327 / -1.471" spin_multiplicity=5 fmax_ev_per_a=3.2
Cr -10.481522 -2.765817 -10.304421 2.49 -0.23 0.13
C -14.896618 -0.901345 -15.716264 -1.45 -0.70 0.06
C -13.813804 0.015555 -15.150631 -0.29 1.13 0.72
C -12.974780 0.769830 -16.197462 -0.33 1.57 0.89
C -14.583455 1.138775 -14.358149 -0.53 -0.87 0.56
C -12.954427 -0.776615 -14.143416 0.51 -0.53 -0.37
C -11.605818 -1.119517 -14.342682 0.60 0.41 -0.85
C -10.793232 -1.654558 -13.327047 -0.81 -0.93 0.92
N -11.344394 -2.080176 -12.147673 -2.16 0.53 -0.95
C -12.754272 -1.956890 -12.013140 2.55 0.85 -1.70
C -13.518176 -1.259559 -12.974601 -0.58 0.08 2.17
C -13.302969 -2.418413 -10.739901 0.86 1.01 1.66
C -14.661338 -2.354953 -10.467983 -0.29 -0.92 -0.03
C -15.106261 -2.684435 -9.186685 0.22 0.22 1.57
C -14.112500 -3.055142 -8.218309 -1.33 -0.18 -0.21
C -12.775849 -2.976728 -8.521894 0.66 -0.32 -0.10
N -12.363954 -2.619924 -9.751463 -2.31 -0.20 -0.58
C -16.596757 -2.634354 -8.725700 -0.09 -0.18 -0.22
C -16.997418 -4.120635 -8.440247 0.63 0.98 0.40
C -17.497904 -2.038116 -9.830197 -1.05 -0.11 -0.12
C -16.788627 -1.767235 -7.430784 2.45 -0.35 -0.02
H -15.812263 -0.389558 -16.158935 1.26 -0.20 0.72
H -15.267866 -1.596194 -14.900121 0.29 0.84 -0.95
H -14.533720 -1.532121 -16.514897 0.33 -0.31 -0.19
H -13.674765 1.446231 -16.722693 0.40 -0.44 -0.08
H -12.409498 0.210378 -16.905881 0.17 -0.79 -0.55
H -12.241656 1.462977 -15.699163 -0.65 -0.69 -0.23
H -15.173820 1.812602 -14.977642 0.22 -0.19 -0.48
H -13.927395 1.755556 -13.767838 0.44 0.19 0.25
H -15.334834 0.699340 -13.666672 0.51 0.13 -0.32
H -11.150919 -0.939863 -15.341592 -0.22 0.11 1.01
H -9.690678 -1.833572 -13.436256 -1.27 0.23 0.10
H -14.539559 -0.939651 -12.621765 1.14 -0.60 -0.88
H -15.341851 -2.199095 -11.315412 0.22 0.09 0.73
H -14.404998 -3.484136 -7.239253 0.18 0.65 -0.71
H -11.950210 -3.235687 -7.821502 -0.76 0.34 -0.43
H -16.881342 -4.641201 -9.382113 -0.24 -0.54 0.01
H -17.995899 -4.185954 -8.021703 -0.35 0.03 -0.34
H -16.349636 -4.561735 -7.665751 -0.01 0.10 -0.46
H -17.389137 -2.458897 -10.849551 0.19 -0.09 0.62
H -17.352703 -0.948752 -9.932489 -0.03 -0.37 0.15
H -18.580699 -2.220530 -9.569958 1.06 0.30 -0.10
H -16.140874 -2.234428 -6.622380 -0.97 0.66 -0.71
H -17.811470 -1.715265 -7.094037 -0.36 -0.14 -0.06
H -16.390941 -0.730686 -7.584600 -0.43 -0.81 0.07
O -9.374743 -4.475874 -6.754487 -0.31 0.17 -1.57
C -9.419645 -4.239606 -7.973777 0.77 -0.13 1.41
O -9.746889 -3.050808 -8.433069 -0.74 -1.13 -0.88
C -9.013980 -5.389921 -8.939851 0.02 0.89 -0.91
C -9.042511 -6.699531 -8.441640 -0.19 0.14 -0.64
C -8.741458 -7.804055 -9.265739 -0.22 0.42 -0.67
C -8.548736 -7.614897 -10.648791 -0.03 1.49 1.18
C -8.565813 -6.277621 -11.132960 0.11 -1.40 -0.59
C -8.667811 -5.150741 -10.334834 -0.80 -0.36 1.67
S -8.408912 -3.552998 -11.093077 -0.15 -0.19 -0.16
H -9.398922 -6.823918 -7.416668 0.43 -0.02 -0.25
H -8.747837 -8.813626 -8.869519 0.00 0.12 0.12
H -8.354219 -8.452727 -11.316573 -0.19 0.23 0.12
H -8.551415 -6.122314 -12.207991 0.41 0.01 0.07

***

(3)
34
Properties=species:S:1:pos:R:3:forces:R:3 method="wB97M-V/def2-TZVPD" charge=+2 lumo_ev="-7.687 / -9.755" spin_multiplicity=5 fmax_ev_per_a=1.5
Pd 1.110073 -1.975620 -0.743898 -0.37 0.49 0.36
C -2.930644 1.317801 -2.069712 -0.60 -0.55 -0.33
N -2.635489 -0.015247 -1.519566 0.94 -0.13 0.30
C -3.705880 -0.949261 -1.168801 0.81 -0.58 0.36
C -1.378017 -0.377822 -1.310685 0.02 -0.02 0.20
O -1.025315 -1.506612 -0.873831 -0.40 0.03 -0.10
C -0.286960 0.629775 -1.621547 0.04 0.25 -0.78
O 0.955813 0.290757 -1.007145 -0.16 0.03 -0.05
C 1.257495 1.073994 0.159891 0.38 -0.73 -0.49
C 1.299297 0.165046 1.355450 0.29 -0.26 1.07
O 1.173251 -1.087475 1.194775 0.14 0.58 0.27
N 1.478303 0.691854 2.561475 -0.01 0.60 -1.40
C 1.660597 2.144676 2.794736 -0.62 -0.18 0.48
C 1.492476 -0.177657 3.710523 -0.08 -0.49 0.21
H -3.969420 1.328651 -2.383536 -0.08 -0.11 -0.02
H -2.833137 2.113324 -1.336554 0.32 0.05 0.04
H -2.348351 1.458086 -2.975963 0.13 0.38 0.09
H -3.840593 -1.699155 -1.934561 0.15 -0.27 -0.26
H -3.437735 -1.447642 -0.222407 -0.35 0.25 -0.40
H -4.615167 -0.409202 -1.107046 -0.79 0.53 0.36
H -0.086515 0.601850 -2.709131 -0.27 0.27 0.38
H -0.584635 1.637038 -1.303434 0.13 -0.24 -0.37
H 2.220843 1.548539 -0.025976 -0.01 0.12 0.15
H 0.484977 1.805920 0.291442 -0.23 0.57 0.10
H 1.772035 2.694864 1.866919 -0.10 0.03 0.06
H 0.817737 2.522044 3.395264 0.02 -0.09 -0.53
H 2.520811 2.351824 3.421979 0.41 -0.38 -0.14
H 0.591557 -0.781162 3.745606 -0.23 0.09 0.11
H 2.313778 -0.872717 3.625786 0.40 -0.13 0.17
H 1.586960 0.438124 4.591808 0.01 -0.06 0.26
S 3.549367 -2.077634 -0.792838 -0.08 0.09 0.20
S 4.214900 -3.346529 -2.064234 -0.54 -0.60 -0.50
S 2.402848 -4.529389 -2.939604 0.67 0.31 0.22
S 0.774739 -3.561039 -2.605184 0.06 0.14 -0.02